Entry 1:
{
  "formula": "C30H57GaN3O3S2",
  "method": "the ωB97M-V functional and the def2-TZVPD basis",
  "species": ["Ga", "S", "S", "O", "O", "O", "N", "N", "N", "C", "C", "C", "C", "C", "C", "C", "C", "C", "C", "C", "C", "C", "C", "C", "C", "C", "C", "C", "C", "C", "C", "C", "C", "C", "C", "C", "C", "C", "C", "H", "H", "H", "H", "H", "H", "H", "H", "H", "H", "H", "H", "H", "H", "H", "H", "H", "H", "H", "H", "H", "H", "H", "H", "H", "H", "H", "H", "H", "H", "H", "H", "H", "H", "H", "H", "H", "H", "H", "H", "H", "H", "H", "H", "H", "H", "H", "H", "H", "H", "H", "H", "H", "H", "H", "H", "H"],
  "positions_angstrom": [[2.37, 1.77, 3.37], [2.94, -0.81, 1.37], [3.76, 2.88, 4.90], [-1.83, 3.80, 0.21], [-3.08, -2.54, 0.87], [3.35, 1.01, -2.69], [3.41, 0.34, -3.87], [-1.85, 0.33, 4.46], [-4.33, -2.03, 0.76], [0.35, 2.17, 5.71], [3.94, 1.30, -4.90], [-0.02, 4.40, 1.78], [5.47, 1.51, -4.80], [3.57, 0.80, -6.31], [-2.00, 0.97, 5.72], [-0.41, 4.16, 0.24], [2.29, 3.00, 1.72], [3.92, -1.93, -4.76], [-1.00, 1.90, 6.44], [-5.40, -3.38, 2.62], [3.27, 2.69, -4.82], [3.23, -0.07, 3.05], [1.57, 4.43, 2.00], [3.75, -1.65, -2.35], [0.56, 1.47, 4.32], [-5.55, -4.19, 0.25], [-4.92, -1.99, 2.14], [-5.06, -2.82, -0.27], [-6.26, -4.11, 1.59], [6.25, 0.20, -4.69], [1.35, -0.24, 0.61], [-6.26, -2.01, -0.81], [-6.11, -1.00, 2.19], [-0.60, 0.59, 3.82], [0.23, -1.39, 0.43], [5.72, -0.65, -3.54], [-3.93, -1.42, 3.19], [-4.21, -3.07, -1.54], [4.20, -0.91, -3.63], [2.94, 3.92, 5.38], [2.68, -1.84, -2.36], [-3.08, -2.08, 3.36], [6.26, -1.60, -3.53], [-3.56, -0.44, 2.89], [0.83, 0.63, 1.15], [-4.69, -4.87, 0.36], [-0.48, 3.63, 2.50], [-4.53, -4.01, 2.85], [2.18, 2.61, -4.86], [-0.16, 5.11, -0.34], [2.85, -1.96, -5.01], [-6.22, -4.66, -0.48], [1.90, 4.78, 3.03], [0.15, 3.31, -0.26], [-0.46, 5.41, 2.08], [3.99, -1.10, -1.44], [-5.95, -1.01, -1.12], [4.20, -2.94, -4.45], [2.04, 5.17, 1.25], [-0.10, -1.79, 1.45], [-3.81, -2.14, -1.95], [-7.04, -1.41, 1.80], [2.50, 0.58, -6.38], [1.14, 2.83, 6.21], [-4.81, -3.54, -2.33], [3.58, 3.32, -5.66], [7.31, 0.43, -4.51], [-0.44, 0.06, 2.81], [5.70, 2.12, -3.92], [-5.96, -3.28, 3.55], [-6.48, -5.12, 1.95], [3.38, 3.27, 1.46], [-4.42, -1.30, 4.16], [1.85, 2.53, 0.78], [-2.98, 0.75, 6.28], [5.83, 2.07, -5.66], [3.53, 3.24, -3.91], [-6.70, -2.50, -1.68], [-7.08, -1.90, -0.10], [3.79, 1.56, -7.06], [-3.37, -3.75, -1.36], [0.54, -2.20, -0.31], [4.12, -0.08, -6.63], [1.60, 0.12, -0.46], [-0.70, -0.87, -0.01], [-1.93, 3.16, 0.95], [4.26, -2.61, -2.26], [-6.34, -0.71, 3.22], [5.96, -0.15, -2.60], [2.83, -0.80, 3.85], [4.36, 0.02, 3.25], [-1.27, 2.32, 7.47], [6.21, -0.35, -5.63], [-5.88, -0.08, 1.64], [-7.23, -3.61, 1.48], [4.49, -1.75, -5.67]],
  "charge": -1,
  "spin_multiplicity": 3,
  "s2": 2.0088,
  "energy_ev": -116687.99407
}

Entry 2:
{
  "formula": "C30H57KN7S3",
  "method": "the ωB97M-V functional and the def2-TZVPD basis",
  "species": ["K", "S", "S", "S", "N", "N", "N", "N", "N", "N", "N", "C", "C", "C", "C", "C", "C", "C", "C", "C", "C", "C", "C", "C", "C", "C", "C", "C", "C", "C", "C", "C", "C", "C", "C", "C", "C", "C", "C", "C", "C", "H", "H", "H", "H", "H", "H", "H", "H", "H", "H", "H", "H", "H", "H", "H", "H", "H", "H", "H", "H", "H", "H", "H", "H", "H", "H", "H", "H", "H", "H", "H", "H", "H", "H", "H", "H", "H", "H", "H", "H", "H", "H", "H", "H", "H", "H", "H", "H", "H", "H", "H", "H", "H", "H", "H", "H", "H"],
  "positions_angstrom": [[0.26, -0.80, 0.31], [-0.33, -1.07, 3.87], [0.68, 1.99, 2.63], [-2.59, 1.26, 2.74], [-0.28, 0.72, -2.25], [-0.60, 2.94, -0.40], [4.63, 2.80, -1.15], [-2.43, -2.37, -2.30], [2.20, 2.48, -0.90], [-2.75, 1.24, -0.63], [-2.16, -1.89, -1.07], [5.13, 3.78, -2.11], [1.52, -2.72, -1.22], [-2.90, 0.10, 4.09], [3.27, -0.95, -1.94], [-3.12, 2.03, -1.82], [1.10, -0.15, 4.49], [-3.19, -2.28, -0.32], [-0.56, 3.07, -2.89], [-1.17, 3.64, -1.61], [-4.06, -3.73, -3.61], [-3.58, -3.08, -2.35], [1.95, -2.84, 1.01], [-2.48, 1.46, -3.08], [1.75, 0.84, 3.52], [0.98, -3.06, -2.58], [2.81, -1.87, 0.44], [3.34, 2.61, -1.02], [-1.68, -0.38, 4.88], [-2.68, 3.48, -1.60], [-4.11, -3.03, -1.08], [-0.96, 1.63, -3.18], [2.54, -1.80, -0.94], [0.14, -4.47, 0.10], [1.99, -3.33, 2.44], [1.15, -3.37, -0.02], [5.59, 1.84, -0.59], [-0.39, 2.66, 3.93], [-1.88, 2.70, 3.56], [-3.25, -1.95, 1.13], [3.88, -1.10, 1.16], [-1.28, 0.44, 5.48], [-3.63, 0.51, 4.78], [0.53, 3.16, -2.86], [2.52, 1.39, 4.06], [1.03, -3.71, 2.77], [-2.93, 1.95, -3.95], [-3.37, -0.75, 3.59], [-0.68, 1.41, -4.22], [4.31, 4.42, -2.43], [2.28, -2.53, 3.14], [-0.07, 3.67, 4.16], [-0.71, 3.51, 0.44], [-0.23, 2.07, 4.83], [-2.01, -1.14, 5.58], [1.54, -3.85, -3.08], [4.86, -1.22, 0.68], [-3.44, 1.36, 0.12], [1.87, -0.89, 4.75], [-2.70, 0.25, -0.84], [5.09, 1.19, 0.12], [-3.09, 4.11, -2.40], [4.25, -0.66, -1.56], [-4.20, -1.50, 1.39], [0.48, -5.40, -0.36], [2.72, -4.13, 2.58], [0.99, -2.20, -3.27], [3.44, -1.50, -2.88], [6.03, 1.24, -1.39], [0.41, 2.73, -0.51], [5.89, 4.40, -1.63], [-3.12, -2.85, 1.74], [6.38, 2.39, -0.08], [-5.03, -3.48, -0.75], [-4.21, 2.02, -1.97], [5.57, 3.29, -2.97], [3.69, -0.01, 1.20], [-1.16, 2.06, -0.28], [-2.74, 0.40, -3.17], [-2.46, 2.93, 4.45], [-1.71, -2.35, -3.01], [-0.90, 3.71, -3.71], [0.82, 0.33, 5.42], [-4.66, -4.60, -3.37], [-3.10, 3.86, -0.66], [-2.06, 3.52, 2.87], [4.00, -1.43, 2.19], [-0.09, -4.70, 1.14], [-4.67, -3.04, -4.20], [-3.22, -4.05, -4.23], [2.26, 0.29, 2.73], [2.76, -0.02, -2.22], [-0.81, -4.22, -0.39], [-0.52, -0.24, -2.46], [-0.89, 4.69, -1.52], [0.72, 0.81, -2.35], [-2.45, -1.25, 1.40], [-0.05, -3.43, -2.52]],
  "charge": 1,
  "e_above_lowest_ev": 0.000,
  "energy_ev": -91292.45964
}

Entry 3:
{
  "formula": "C30H57N3O5P2S",
  "method": "the ωB97M-V functional and the def2-TZVPD basis",
  "species": ["S", "P", "P", "O", "O", "O", "O", "O", "N", "N", "N", "C", "C", "C", "C", "C", "C", "C", "C", "C", "C", "C", "C", "C", "C", "C", "C", "C", "C", "C", "C", "C", "C", "C", "C", "C", "C", "C", "C", "C", "C", "H", "H", "H", "H", "H", "H", "H", "H", "H", "H", "H", "H", "H", "H", "H", "H", "H", "H", "H", "H", "H", "H", "H", "H", "H", "H", "H", "H", "H", "H", "H", "H", "H", "H", "H", "H", "H", "H", "H", "H", "H", "H", "H", "H", "H", "H", "H", "H", "H", "H", "H", "H", "H", "H", "H", "H", "H"],
  "positions_angstrom": [[2.06, 2.24, 2.54], [0.77, 0.97, 3.26], [-0.14, -2.27, 0.20], [-0.65, 5.25, 5.41], [1.25, -5.32, -0.64], [3.19, 1.23, -2.77], [2.26, 7.31, 1.50], [-4.70, -4.03, -3.10], [-3.04, 0.60, 2.86], [-0.78, 1.38, 0.06], [3.25, -0.87, 1.28], [-1.51, 4.72, 4.40], [-0.31, -0.82, 1.40], [1.42, 5.57, 0.13], [0.52, -1.14, -2.35], [-5.92, -5.42, -4.57], [-4.25, -3.76, -4.43], [0.92, -7.32, 0.59], [-2.76, -3.29, -0.13], [0.57, -5.83, 0.51], [-1.58, 7.07, 4.22], [3.77, 1.13, -1.46], [5.33, 2.24, -2.85], [-0.55, 0.39, 0.64], [2.19, -0.76, 1.74], [-0.79, 6.67, 5.46], [2.68, 6.14, -0.52], [-5.58, -5.16, -3.11], [2.80, 7.49, 0.19], [0.89, -0.67, 2.35], [2.32, -7.34, -0.01], [-1.55, -1.14, 2.29], [-2.46, 5.84, 4.00], [1.07, -1.86, -1.11], [4.16, 1.73, -3.69], [-4.65, -4.96, -5.28], [2.21, -6.29, -1.10], [-1.78, -2.24, -0.66], [1.57, 6.06, 1.57], [5.27, 1.31, -1.65], [-2.74, -0.29, 2.02], [-0.54, 1.44, 3.11], [0.82, -1.49, 3.06], [-5.06, -6.01, -2.67], [-3.31, 5.87, 4.68], [-4.74, -2.84, -4.79], [5.76, 1.70, -0.76], [-2.03, 3.85, 4.80], [3.71, 2.51, -4.30], [3.54, 5.51, -0.28], [4.48, 0.91, -4.35], [-1.76, -2.20, 2.21], [-3.86, 1.12, 2.56], [-6.46, -4.94, -2.51], [-3.27, -2.96, 0.76], [-2.25, -1.27, -0.57], [-3.88, -5.73, -5.22], [0.53, 6.00, -0.33], [-0.50, -5.65, 0.41], [1.34, 4.48, 0.07], [-6.77, -4.80, -4.88], [3.05, -7.03, 0.74], [-2.27, -4.24, 0.01], [1.83, -6.73, -2.03], [0.61, 6.21, 2.06], [5.74, 0.35, -1.89], [2.22, 8.26, -0.33], [-1.29, -0.96, 3.32], [0.86, -7.71, 1.61], [-4.80, -4.71, -6.33], [3.83, 7.83, 0.27], [-1.64, -2.43, -1.71], [-2.14, 8.00, 4.36], [1.91, -1.31, -0.75], [-0.30, -0.48, -2.10], [2.62, -8.31, -0.39], [-3.18, -3.59, -4.42], [3.15, -5.79, -1.31], [-1.33, 6.94, 6.38], [-3.34, -0.44, 1.13], [0.16, -1.83, -3.10], [-3.50, -3.43, -0.90], [3.35, 1.92, -0.84], [2.16, 5.36, 2.16], [0.20, 7.13, 5.50], [2.61, 6.23, -1.60], [5.14, 3.27, -2.54], [0.93, -5.29, 1.39], [1.45, -2.82, -1.42], [-6.18, -6.46, -4.77], [-2.83, 5.74, 2.99], [1.29, -0.53, -2.80], [-0.90, 7.21, 3.37], [-0.89, 4.40, 3.55], [0.23, -7.90, -0.03], [6.28, 2.21, -3.39], [3.51, 0.17, -1.02], [0.93, 0.73, 4.63]],
  "smiles": "[H]/N=C/C[C@@](C#N)([C@@H](C#N)[PH2]=S)P(CC)CC.C1CCOC1.C1CCOC1.C1CCOC1.C1CCOC1.C1CCOC1",
  "energy_ev": -76151.26631
}